Entry from OMol25: an isolated molecule of C6H9N (ωB97M-V/def2-TZVPD).

XYZ file:
```
16
Properties=species:S:1:pos:R:3:forces:R:3:nbo_charge:R:1
C 1.73656 -0.87925 -1.02565 0.265 -0.114 0.143 -0.4008
C -0.49479 -0.25743 -0.92921 -0.238 0.181 0.390 -0.1285
C -0.87994 0.55799 0.08701 -0.150 -0.100 -0.285 -0.2597
C -1.69216 1.79386 -0.15080 -0.140 0.066 -0.019 -0.6193
C -0.40263 0.12109 1.39788 0.188 -0.150 -0.044 -0.1673
C 0.45707 -0.89669 1.25651 -0.056 0.244 -0.133 -0.1422
N 0.52057 -1.18494 -0.18881 -0.040 -0.048 -0.283 -0.4483
H 1.82310 0.20143 -1.16180 -0.036 -0.251 0.298 0.2376
H 1.53045 -1.30287 -2.01115 0.141 0.051 0.236 0.2320
H 2.64311 -1.29744 -0.59178 -0.063 -0.094 0.113 0.1962
H -2.68131 1.74271 0.31673 0.067 0.045 -0.018 0.2045
H -1.82052 1.91277 -1.23038 -0.071 0.019 0.180 0.2316
H -1.18769 2.69311 0.22814 -0.085 -0.171 -0.027 0.2034
H -0.74297 0.52584 2.34943 0.238 -0.048 -0.168 0.2225
H 0.89275 -1.56184 1.99422 0.142 0.193 -0.289 0.2170
H 0.29842 -2.16835 -0.34035 -0.163 0.177 -0.094 0.4213
```
Positions in Å, forces in eV/Å.

The total charge is 0. As for the energy relative to the best compared isomer or geometry (same formula, charge and spin): 376.2 kJ/mol. The value obtained for the energy is -288.63877 Eh. As for the multiplicity: 1.

Entry from OMol25: a structure of composition C6H9N (ωB97M-V/def2-TZVPD).

XYZ file:
```
16
Properties=species:S:1:pos:R:3:forces:R:3:nbo_charge:R:1
C 1.81679 -0.59445 -0.21394 0.141 -0.119 -0.001 -0.4295
N 0.83872 0.47259 -0.20557 0.099 -0.135 -0.014 -0.4046
C -0.11161 0.59389 0.93942 0.042 0.098 0.360 -0.1039
C -0.98741 1.40897 -0.04975 -0.186 0.167 0.007 -0.3609
C -0.42237 0.29937 -0.98155 -0.085 0.008 -0.358 -0.1031
C -1.07671 -0.95219 -0.35862 0.017 -0.012 0.145 -0.2247
C -0.87733 -0.74513 0.94318 -0.029 -0.078 -0.133 -0.2239
H 2.27448 -0.64404 -1.20839 -0.054 0.012 0.160 0.2014
H 2.60660 -0.36114 0.50816 -0.112 -0.037 -0.105 0.2016
H 1.39727 -1.58437 0.02771 0.076 0.144 -0.033 0.1775
H 0.26994 0.99821 1.87978 -0.079 -0.063 -0.133 0.2060
H -0.57121 2.39539 -0.26692 -0.069 -0.134 0.018 0.2150
H -2.06420 1.43221 0.12789 0.157 -0.054 -0.043 0.2025
H -0.37688 0.40040 -2.06872 0.001 -0.042 0.173 0.2058
H -1.54455 -1.78283 -0.87447 0.001 0.181 0.104 0.2206
H -1.17153 -1.33688 1.80178 0.076 0.063 -0.145 0.2203
```
Positions in Å, forces in eV/Å.

The total charge is 0. As for the energy relative to the best compared isomer or geometry (same formula, charge and spin): 265.8 kJ/mol. The value obtained for the energy is -288.68081 Eh. As for the multiplicity: 1.

Entry from OMol25: an isolated molecule of C6H9N (ωB97M-V/def2-TZVPD).

XYZ file:
```
16
Properties=species:S:1:pos:R:3:forces:R:3:nbo_charge:R:1
C -2.57582 -0.44865 -0.27566 -0.128 -0.027 0.033 -0.6214
C -1.18301 0.02430 0.02775 0.040 0.094 0.068 -0.0955
C -0.71996 1.31005 0.16285 -0.171 -0.037 -0.031 -0.0895
N 0.65302 1.26094 0.21484 0.104 -0.028 0.023 -0.5064
C 1.08854 -0.03850 0.13994 -0.030 0.091 0.056 0.1301
C 2.55221 -0.35547 0.06469 0.047 -0.039 0.038 -0.6404
C -0.03861 -0.82349 0.06926 0.034 -0.085 0.058 -0.3040
H -3.34534 0.09422 0.28244 0.123 -0.061 -0.038 0.2135
H -2.67571 -1.51734 -0.04909 -0.004 0.233 0.036 0.2128
H -2.80403 -0.33345 -1.34555 0.074 -0.002 0.253 0.2141
H -1.25081 2.24828 0.25703 0.092 -0.135 -0.166 0.2063
H 1.25757 2.05619 0.34092 -0.104 -0.103 -0.085 0.4058
H 3.05220 -0.31321 1.03986 -0.093 -0.013 -0.115 0.2157
H 2.70830 -1.35309 -0.35576 -0.086 0.129 0.149 0.2299
H 3.06667 0.34837 -0.60397 -0.130 -0.106 0.151 0.2148
H -0.09740 -1.90113 0.16417 0.231 0.089 -0.431 0.2142
```
Positions in Å, forces in eV/Å.

The total charge is 0. As for the energy relative to the best compared isomer or geometry (same formula, charge and spin): 18.1 kJ/mol. The value obtained for the energy is -288.77515 Eh. The SMILES is Cc1c[nH]c(C)c1. As for the multiplicity: 1.

Entry from OMol25: a cluster of 2 separate species, C6H9N in total at a distorted geometry (ωB97M-V/def2-TZVPD).

XYZ file:
```
16
Properties=species:S:1:pos:R:3:forces:R:3:lowdin_spin:R:1
C -3.15987 0.55300 0.40651 -0.561 -2.616 0.297 0.0007
C -2.63586 0.67418 -0.94861 2.303 -2.244 1.104 0.0022
C 1.41885 -1.15507 0.42460 -0.894 -1.278 -2.060 0.5509
C -1.96077 -0.22312 -0.24827 -1.055 1.783 -0.420 0.0026
C 2.82354 0.80498 -0.36020 -0.011 0.509 -0.898 0.1204
C 1.94189 0.00825 0.58498 1.864 3.767 1.319 0.5929
N 0.69109 -2.12983 0.24068 0.189 -2.587 -0.027 0.5589
H -3.09517 1.28044 1.19597 0.441 0.387 0.094 0.0001
H -2.68615 0.99198 -1.93558 -0.510 0.916 -1.343 0.0001
H -1.20758 -1.03276 -0.19280 -0.786 0.865 0.093 0.0022
H 3.30754 0.06204 -1.04616 -0.279 0.744 0.546 0.0098
H 3.63414 1.42720 0.18237 -1.563 -0.799 -0.881 0.0134
H 2.14064 1.45573 -1.06616 1.291 -0.873 1.443 0.0353
H -4.00588 -0.15852 0.53145 0.054 0.958 0.154 0.0002
H 1.71165 0.41172 1.57839 0.630 1.091 0.377 0.0699
H 1.08195 -2.97020 0.65284 -1.114 -0.623 0.201 0.0405
```
Positions in Å, forces in eV/Å.

The total charge is 0. Its expectation value of S² is 2.011. As for the energy relative to the best compared isomer or geometry (same formula, charge and spin): 380.3 kJ/mol. The value obtained for the energy is -288.44264 Eh. As for the multiplicity: 3.

Entry from OMol25: a cluster of 2 separate species, C6H9N2O2 in total at a distorted geometry (ωB97M-V/def2-TZVPD).

XYZ file:
```
19
Properties=species:S:1:pos:R:3:forces:R:3:nbo_charge:R:1
C -0.27488 2.52788 -3.38950 -2.205 -0.731 1.045 -0.7764
C -0.69918 1.29250 -2.51523 -1.313 1.710 -2.314 0.8061
O -1.81691 0.78752 -2.75037 0.665 0.054 0.291 -0.7632
O 0.16926 1.01399 -1.71923 2.351 -1.486 1.854 -0.7925
H 0.32897 2.10812 -4.15509 -0.332 -0.190 -1.610 0.2064
H 0.37293 3.25054 -2.94601 0.198 0.416 0.999 0.1893
H -1.31980 2.86518 -3.47090 0.747 0.774 -1.620 0.2233
C 0.58561 -2.69011 2.86945 1.180 -2.084 -0.852 -0.6302
C -0.40504 0.48907 1.72325 1.887 -3.590 1.961 0.1194
C 0.24659 -1.64728 1.90102 -1.450 3.421 -0.676 0.0503
C 0.46549 -1.22148 0.55085 -0.091 0.967 3.769 -0.1163
N -0.32595 -0.59086 2.62466 0.116 2.242 -3.558 -0.5166
N 0.21374 0.13915 0.54101 -1.725 -2.326 4.996 -0.4872
H -0.64935 1.43210 2.20246 -0.024 0.195 -1.099 0.1936
H 0.19742 0.53165 -0.34395 -0.405 2.022 -2.872 0.4442
H 0.78171 -1.58684 -0.38067 0.507 -1.027 -0.674 0.2161
H -0.35117 -3.09120 3.38992 1.520 0.111 -0.856 0.2198
H 1.24355 -2.19923 3.62328 -0.486 -0.616 -0.379 0.2184
H 1.23702 -3.41071 2.24506 -1.140 0.138 1.594 0.1957
```
Positions in Å, forces in eV/Å.

The total charge is -1. As for the energy relative to the best compared isomer or geometry (same formula, charge and spin): 230.4 kJ/mol. The value obtained for the energy is -494.03493 Eh. As for the multiplicity: 1.

Entry from OMol25: a cluster of 2 separate species, C6H9N2O2 in total at a distorted geometry (ωB97M-V/def2-TZVPD).

XYZ file:
```
19
Properties=species:S:1:pos:R:3:forces:R:3:nbo_charge:R:1
C 2.15508 0.66505 0.51708 0.336 -0.028 -0.352 -0.6269
C 1.45545 0.39084 -0.77168 -0.363 -0.329 -0.460 0.1022
C -0.21948 0.13549 -2.10747 0.478 0.150 0.875 0.1538
C 1.98184 0.09975 -2.00345 0.487 0.162 0.501 -0.1533
N 0.08919 0.39847 -0.86713 -0.215 0.022 0.023 -0.3838
N 0.90504 -0.05256 -2.84229 0.098 -0.218 -0.950 -0.5368
H -1.22303 0.05482 -2.48647 -0.025 0.010 -0.167 0.1941
H 2.07018 1.72140 0.74901 -0.071 0.163 0.211 0.2233
H 3.22115 0.42735 0.41673 -0.131 0.004 0.087 0.1888
H 0.93195 -0.24629 -3.82978 0.097 -0.004 0.152 0.3989
H 3.02129 0.00463 -2.29146 -0.290 -0.040 -0.255 0.1988
H 1.72977 0.09609 1.34037 -0.111 0.001 -0.039 0.2381
C -2.16106 -1.17427 2.07368 0.444 -0.143 0.498 -0.7307
C -2.48806 0.32117 1.94797 -0.904 1.325 0.007 0.7432
O -1.73017 1.03134 1.25080 0.086 -0.522 0.333 -0.7717
O -3.53092 0.72491 2.53802 0.125 -0.553 0.071 -0.8146
H -1.06883 -1.26420 2.09729 -0.123 -0.268 -0.439 0.1929
H -2.61585 -1.73933 1.24990 0.300 0.115 0.056 0.1951
H -2.52354 -1.59467 3.01888 -0.217 0.154 -0.153 0.1888
```
Positions in Å, forces in eV/Å.

The total charge is -1. As for the energy relative to the best compared isomer or geometry (same formula, charge and spin): 168.1 kJ/mol. The value obtained for the energy is -494.05868 Eh. As for the multiplicity: 1.

Entry from OMol25: a structure of composition C6H9N2O2 at a distorted geometry (ωB97M-V/def2-TZVPD).

XYZ file:
```
19
Properties=species:S:1:pos:R:3:forces:R:3:lowdin_spin:R:1
C 1.93646 -0.28565 -3.16238 -3.011 1.120 -2.375 0.4051
C -0.03315 -1.59514 -0.45587 0.704 2.480 -2.787 0.0239
C -0.36332 0.13106 -1.85938 1.212 1.817 -0.776 0.1211
C 0.85581 -0.50153 -2.11079 0.873 -1.676 -1.014 0.0320
N -0.82035 -0.49695 -0.71487 -1.404 -0.509 1.157 0.0030
N 1.01348 -1.65224 -1.35964 -1.825 0.360 2.457 0.0073
H -1.33368 -0.12395 0.34438 1.167 0.099 -1.627 0.0005
H -0.36815 -2.16495 0.39673 0.709 -0.536 -0.094 0.0052
H -0.75733 1.11113 -2.51635 0.893 -2.858 2.504 0.0707
H 2.93991 -0.08200 -2.92409 1.224 0.190 1.178 0.0764
H 1.57188 0.65504 -3.71630 0.740 -1.257 0.188 0.1010
H 2.05241 -1.13205 -3.91374 -0.444 0.813 0.801 0.0771
C 0.73255 0.99602 2.11248 -1.220 1.227 -0.460 0.0343
C -0.86694 0.98168 2.43101 2.909 -0.695 -3.355 0.0104
O -1.45545 0.23711 1.58860 -1.853 -0.513 0.663 0.0046
O -1.36413 1.66947 3.28402 -0.352 0.735 1.528 0.0026
H 1.16748 1.60900 2.82783 0.963 0.903 2.020 0.0042
H 1.14656 1.50491 1.21246 -1.341 -0.412 -0.172 0.0158
H 1.21728 0.05605 2.09926 0.057 -1.286 0.166 0.0047
```
Positions in Å, forces in eV/Å.

The total charge is -2. Its expectation value of S² is 0.750. As for the energy relative to the best compared isomer or geometry (same formula, charge and spin): 218.2 kJ/mol. The value obtained for the energy is -493.89408 Eh. As for the multiplicity: 2.

> multiplicity of number 5 (C6H9N2O2)?

1

> Which value of energy does entry 6 give?

-494.05868 Eh

> Number 6 is which compound?

C6H9N2O2

What did the fourth record say?
Entry from OMol25: a cluster of 2 separate species, C6H9N in total at a distorted geometry (ωB97M-V/def2-TZVPD).

XYZ file:
```
16
Properties=species:S:1:pos:R:3:forces:R:3:lowdin_spin:R:1
C -3.15987 0.55300 0.40651 -0.561 -2.616 0.297 0.0007
C -2.63586 0.67418 -0.94861 2.303 -2.244 1.104 0.0022
C 1.41885 -1.15507 0.42460 -0.894 -1.278 -2.060 0.5509
C -1.96077 -0.22312 -0.24827 -1.055 1.783 -0.420 0.0026
C 2.82354 0.80498 -0.36020 -0.011 0.509 -0.898 0.1204
C 1.94189 0.00825 0.58498 1.864 3.767 1.319 0.5929
N 0.69109 -2.12983 0.24068 0.189 -2.587 -0.027 0.5589
H -3.09517 1.28044 1.19597 0.441 0.387 0.094 0.0001
H -2.68615 0.99198 -1.93558 -0.510 0.916 -1.343 0.0001
H -1.20758 -1.03276 -0.19280 -0.786 0.865 0.093 0.0022
H 3.30754 0.06204 -1.04616 -0.279 0.744 0.546 0.0098
H 3.63414 1.42720 0.18237 -1.563 -0.799 -0.881 0.0134
H 2.14064 1.45573 -1.06616 1.291 -0.873 1.443 0.0353
H -4.00588 -0.15852 0.53145 0.054 0.958 0.154 0.0002
H 1.71165 0.41172 1.57839 0.630 1.091 0.377 0.0699
H 1.08195 -2.97020 0.65284 -1.114 -0.623 0.201 0.0405
```
Positions in Å, forces in eV/Å.

The total charge is 0. Its expectation value of S² is 2.011. As for the energy relative to the best compared isomer or geometry (same formula, charge and spin): 380.3 kJ/mol. The value obtained for the energy is -288.44264 Eh. As for the multiplicity: 3.